Computed, not measured: 2 unconnected molecules or ions with the total composition C2H2BrNO2, with wB97M-V/def2-TZVPD.

Element x y z (Å)
1 H 1.054 -1.859 0.369
2 O -1.590 0.837 -1.042
3 C 0.067 -0.057 0.062
4 O -0.622 2.041 0.485
5 Br 2.441 1.114 -0.892
6 H -0.730 -1.828 0.779
7 N -0.760 1.041 -0.172
8 C 0.139 -1.290 0.411

Output
relative energy (zero: lowest compared OMol25 entry of this formula, charge and spin): 605.6 kJ/mol
orbital gap (alpha / beta): 7.0 / 7.0 eV
highest occupied orbital energy (alpha / beta): -10.34 / -10.34 eV

Computed, not measured: a single C7H7ClNO2P molecule, with wB97M-V/def2-TZVPD.

Element x y z (Å)
1 C 0.041 0.930 -0.002
2 C 1.066 -0.862 -1.300
3 P -2.505 0.920 -0.357
4 C 2.297 0.385 0.334
5 Cl -4.590 -1.052 0.168
6 H 3.167 -1.107 -0.734
7 H 3.286 0.300 1.008
8 C -0.062 -0.106 -0.937
9 O -3.419 1.690 -1.182
10 H -3.869 0.739 1.717
11 H 1.078 -1.589 -2.077
12 C 1.217 1.143 0.700
13 C 2.224 -0.579 -0.626
14 N -1.280 -0.567 -1.407
15 O -1.194 1.565 0.214
16 H 1.372 1.906 1.442
17 C -3.356 -0.076 0.911
18 H -2.659 -0.610 1.604
19 H -1.553 -0.610 -2.344

Output
SMILES: O=[P@@]1(CCl)Nc2ccccc2O1
orbital gap: 9.0 eV
highest occupied orbital energy: -8.40 eV

Computed, not measured: a single C5H7N molecule, with wB97M-V/def2-TZVPD.

Element x y z (Å)
1 H -0.146 2.162 0.172
2 H -1.718 0.509 1.220
3 H 1.798 -0.003 0.535
4 H 0.680 0.866 -2.024
5 N 1.521 0.798 -0.031
6 C 0.113 1.106 0.174
7 C -0.031 -0.985 -0.955
8 C -0.723 -1.131 0.176
9 H -1.222 -2.042 0.497
10 H -0.235 -0.047 1.989
11 H 0.118 -1.752 -1.710
12 C 0.553 0.389 -1.056
13 C -0.710 0.131 1.013

Output
SMILES: C1=C[C@@H]2N[C@@H]2C1
relative energy (zero: lowest compared OMol25 entry of this formula, charge and spin): 150.0 kJ/mol
orbital gap: 10.1 eV
highest occupied orbital energy: -8.97 eV

Computed calculated total energy (eV) in order:
-77727.058 -34768.263 -6786.958